Molecular formula: C37H37Br3ClF6IN6O5P2S3Tl
Method: DFT, the ωB97M-V functional and the def2-TZVPD basis

ORCA input file:
```
! RIJCOSX wB97M-V def2-TZVPD def2/J DEFGRID3
* xyz -1 1
Tl 0.08354 0.18078 -0.23932
F -0.86966 -1.34115 -6.67276
C -1.05872 -1.66887 -5.39304
F -2.29414 -2.17598 -5.26987
F -0.18112 -2.61231 -5.06998
S -0.92161 -0.17022 -4.33147
O -1.29230 -0.59043 -3.00543
O -1.75136 0.77084 -5.02092
N 0.59610 0.25486 -4.47902
S 1.72882 -0.24060 -3.48960
O 2.22057 0.78609 -2.61025
O 1.51777 -1.55525 -2.92994
C 3.08941 -0.43678 -4.70743
F 2.91974 -1.54560 -5.42529
F 4.24239 -0.52971 -4.04464
F 3.15900 0.60246 -5.53523
C 2.95655 0.87078 3.57314
P 1.24906 1.21247 2.92376
C 1.22310 3.00684 3.32605
C 0.29138 0.60524 4.39160
C 0.04493 -0.91178 4.37907
P -0.71290 -1.50989 2.79455
C -2.43415 -0.94162 3.06785
C -0.93838 -3.28017 3.27851
H 3.08255 1.22013 4.60329
H 3.68445 1.38378 2.93878
H 3.17969 -0.19777 3.53126
H 1.40919 3.16755 4.39184
H 0.24672 3.41777 3.06281
H 1.98852 3.52490 2.74601
H -0.66750 1.13250 4.37157
H 0.82188 0.89964 5.30293
H -0.61830 -1.20110 5.20052
H 0.99404 -1.44322 4.51872
H -2.72014 -1.05819 4.11753
H -3.10241 -1.51749 2.42699
H -2.51602 0.10669 2.77448
H -1.48384 -3.36986 4.22270
H 0.03254 -3.77331 3.38097
H -1.49761 -3.79385 2.49455
Br -2.95947 3.01232 3.72053
C -2.82366 3.50222 1.88656
C -3.64244 4.53508 1.42375
C -3.59810 4.91789 0.11400
Br -4.74639 6.32652 -0.46492
C -2.72310 4.27682 -0.79486
C -2.60462 4.61692 -2.16311
C -1.74700 3.92667 -2.96636
C -0.98435 2.88725 -2.40537
N -1.06116 2.55105 -1.14307
C -1.90659 3.22022 -0.31917
C -1.93035 2.77805 1.07706
O -1.19649 1.83367 1.48994
H -4.31235 5.03096 2.11249
H -3.20372 5.42635 -2.55838
H -1.64956 4.15483 -4.01943
H -0.28297 2.33263 -3.02090
C -5.57106 0.09541 -2.19517
N -4.78302 -1.12095 -2.17095
C -4.98916 -2.24272 -2.95517
C -4.00789 -3.11253 -2.67977
N -3.19468 -2.52493 -1.70669
C -3.68020 -1.28149 -1.37865
S -3.13880 -0.17003 -0.27595
C -1.95249 -3.06161 -1.26696
C -1.28020 -4.00711 -2.03966
C -0.10695 -4.53749 -1.53849
C 0.37068 -4.10089 -0.30975
C -0.35187 -3.12023 0.34571
N -1.49828 -2.62025 -0.11025
H -6.40657 -0.05465 -2.87612
H -4.95837 0.93319 -2.52725
H -5.93238 0.32578 -1.19464
H -5.81551 -2.32124 -3.63897
H -3.84839 -4.10795 -3.04435
H -1.62170 -4.27996 -3.02564
H 0.44239 -5.26828 -2.11860
H 1.28569 -4.48626 0.11839
H -0.00103 -2.70323 1.28702
Br 6.48188 -3.25392 0.15011
C 5.17083 -3.22925 1.51720
C 5.51631 -3.77484 2.74764
C 4.59100 -3.79702 3.77908
C 3.32568 -3.26114 3.58382
C 2.99079 -2.70845 2.35858
C 3.90823 -2.68892 1.31154
I 3.24139 -1.89879 -0.48916
H 6.50876 -4.18231 2.88489
H 4.86428 -4.22783 4.73383
H 2.59413 -3.27428 4.38285
H 2.00859 -2.27133 2.20501
Cl 2.25585 6.29285 -1.22119
C 2.75209 4.68956 -0.76812
C 4.06997 4.29806 -0.90860
C 4.40684 3.01065 -0.52808
C 3.41177 2.17954 -0.03622
N 2.14442 2.56165 0.09379
C 1.81842 3.80040 -0.26287
H 4.80509 4.98634 -1.30450
H 5.42371 2.65194 -0.61872
H 3.63799 1.16207 0.26583
H 0.78236 4.09478 -0.13884
*
```

- maximum force (eV/A) = 1.5
- ΔE to the lowest compared entry with this formula, charge and spin (kcal/mol) = 24.5
- HOMO (eV) = -4.49
- Kohn-Sham gap (eV) = 6.47

Atom charges from the Mulliken analysis, given in e for atoms 1 to 99:
1. Tl 1.36
2. F -0.23
3. C 0.49
4. F -0.19
5. F -0.21
6. S 0.87
7. O -0.13
8. O -0.70
9. N -0.57
10. S 0.66
11. O -0.38
12. O -0.37
13. C 0.39
14. F -0.20
15. F -0.20
16. F -0.22
17. C -1.40
18. P 1.59
19. C -1.39
20. C -1.13
21. C -1.01
22. P 2.53
23. C -1.47
24. C -1.43
25. H 0.42
26. H 0.32
27. H 0.19
28. H 0.46
29. H 0.17
30. H 0.37
31. H -0.05
32. H 0.75
33. H 0.62
34. H 0.08
35. H 0.47
36. H 0.32
37. H -0.04
38. H 0.51
39. H 0.31
40. H 0.39
41. Br -0.23
42. C 0.12
43. C -0.51
44. C -0.01
45. Br -0.30
46. C 0.90
47. C -0.97
48. C -1.44
49. C -0.54
50. N 0.98
51. C -0.42
52. C -1.25
53. O 0.06
54. H 0.42
55. H 0.29
56. H 0.51
57. H 0.74
58. C -0.88
59. N 0.35
60. C -0.65
61. C -0.59
62. N 0.46
63. C -0.70
64. S 0.04
65. C 0.70
66. C -0.65
67. C -0.87
68. C -1.24
69. C 0.01
70. N 0.52
71. H 0.33
72. H 0.31
73. H 0.31
74. H 0.45
75. H 0.54
76. H 0.27
77. H 0.37
78. H 0.68
79. H -0.73
80. Br -0.22
81. C 0.27
82. C -0.41
83. C -0.80
84. C -0.53
85. C 0.03
86. C -0.18
87. I 0.45
88. H 0.39
89. H 0.37
90. H 0.34
91. H 0.08
92. Cl -0.26
93. C -0.08
94. C -0.43
95. C -0.91
96. C -0.31
97. N 0.77
98. C -0.60
99. H 0.42

Molecular formula: C37H37BrCdN7O2S
Method: DFT, the ωB97M-V functional and the def2-TZVPD basis

ORCA input file:
```
! RIJCOSX wB97M-V def2-TZVPD def2/J DEFGRID3
* xyz 1 1
Cd 0.04089 0.44494 -0.41020
C 0.60079 -1.00645 2.69702
C 1.97908 -0.73572 2.09803
C 2.24287 -1.52746 0.84597
C 3.12679 -2.60069 0.88357
C 3.36555 -3.34259 -0.25961
C 2.70236 -2.99386 -1.42464
C 1.83072 -1.92236 -1.38756
N 1.60608 -1.20027 -0.28745
N -0.45147 -0.22326 2.02429
C -0.51811 1.11915 2.59537
C -1.38732 2.05805 1.79285
C -1.80260 3.25647 2.35234
C -2.64949 4.07393 1.62674
C -3.09192 3.64296 0.38623
C -2.61847 2.44412 -0.10454
N -1.75876 1.67185 0.56985
C -1.76089 -0.88070 2.18772
C -1.84560 -2.26751 1.59098
C -2.61750 -3.24544 2.20795
C -2.68869 -4.50572 1.63753
C -1.97747 -4.74786 0.47285
C -1.23923 -3.71033 -0.07076
N -1.17361 -2.49507 0.46691
H 0.61177 -0.77724 3.77065
H 0.36800 -2.06419 2.59556
H 2.74173 -0.98013 2.83677
H 2.07402 0.31879 1.85690
H 3.62398 -2.84784 1.81198
H 4.05867 -4.17314 -0.23925
H 2.84938 -3.54662 -2.34194
H 1.28533 -1.62496 -2.27372
H 0.49227 1.53354 2.65729
H -0.91235 1.07899 3.62088
H -1.46787 3.53401 3.34341
H -2.97197 5.02439 2.03011
H -3.77981 4.23435 -0.20059
H -2.94392 2.07331 -1.06600
H -2.51677 -0.25780 1.70683
H -2.01343 -0.94661 3.25487
H -3.15137 -3.01975 3.12227
H -3.28419 -5.28402 2.09567
H -1.99692 -5.71900 -0.00178
H -0.67042 -3.86007 -0.98254
C 3.54468 5.85899 -5.88824
C 2.80957 5.23458 -4.73528
C 1.59411 5.75160 -4.29302
C 0.92004 5.17410 -3.22872
C 1.46055 4.06039 -2.60492
C 2.66602 3.52337 -3.03131
C 3.33613 4.11815 -4.08729
S 0.49209 3.32285 -1.30504
O 0.08757 4.36269 -0.39354
O -0.59576 2.62522 -1.97149
N 1.36655 2.16445 -0.61978
C 2.60403 2.48095 -0.05791
C 3.03876 3.79582 0.20210
C 4.29937 3.99238 0.72424
C 5.12218 2.89883 0.96723
C 4.61738 1.64906 0.67574
N 3.39899 1.43505 0.17949
H 2.93323 6.60941 -6.38549
H 3.82810 5.09994 -6.61817
H 4.46071 6.33872 -5.53956
H 1.17302 6.61898 -4.78625
H -0.01764 5.57862 -2.86787
H 3.08129 2.65594 -2.53467
H 4.28382 3.70961 -4.41817
H 2.37874 4.62965 0.01654
H 4.64010 4.99480 0.94921
H 6.11723 3.01744 1.37163
H 5.21337 0.75637 0.84328
C 1.02154 1.85964 -5.94405
C 0.07734 1.17475 -5.00198
C -1.28576 1.11366 -5.27197
C -2.14079 0.49665 -4.37780
C -1.58372 -0.02709 -3.22650
Br -2.72101 -0.81585 -1.93056
N -0.29415 0.00690 -2.93526
C 0.51339 0.60238 -3.81905
H 0.78796 1.60774 -6.97818
H 2.05611 1.59096 -5.74019
H 0.92967 2.94221 -5.83142
H -1.67820 1.55257 -6.18108
H -3.20504 0.43227 -4.54836
H 1.56564 0.61602 -3.55441
*
```

- maximum force (eV/A) = 0.8
- ΔE to the lowest compared entry with this formula, charge and spin (kcal/mol) = 8.3
- HOMO (eV) = -10.46
- Kohn-Sham gap (eV) = 8.55

Electronic structure analysis, Mulliken charges in units of e:
1. Cd 2.43
2. C -1.33
3. C -1.10
4. C 0.87
5. C -0.91
6. C -0.61
7. C -0.88
8. C -0.89
9. N 1.45
10. N 1.09
11. C -1.99
12. C 0.89
13. C -0.98
14. C -0.64
15. C -0.70
16. C -0.63
17. N 0.75
18. C -0.87
19. C 0.05
20. C -0.95
21. C -0.53
22. C -0.90
23. C -0.26
24. N 0.44
25. H 0.44
26. H 0.58
27. H 0.73
28. H -0.29
29. H 0.52
30. H 0.44
31. H 0.51
32. H 0.22
33. H 0.57
34. H 0.64
35. H 0.51
36. H 0.44
37. H 0.50
38. H 0.16
39. H 0.54
40. H 0.46
41. H 0.50
42. H 0.43
43. H 0.43
44. H 0.43
45. C -1.56
46. C 1.11
47. C -1.01
48. C -0.97
49. C 0.26
50. C -0.17
51. C -0.91
52. S 1.17
53. O -0.73
54. O -0.35
55. N 0.44
56. C -0.80
57. C -0.27
58. C -0.63
59. C -0.66
60. C -0.58
61. N -0.21
62. H 0.38
63. H 0.34
64. H 0.33
65. H 0.35
66. H 0.50
67. H 0.39
68. H 0.42
69. H 0.54
70. H 0.45
71. H 0.43
72. H 0.43
73. C -1.65
74. C 0.65
75. C -0.42
76. C -0.79
77. C 0.07
78. Br -0.07
79. N -0.17
80. C -0.21
81. H 0.50
82. H 0.38
83. H 0.21
84. H 0.46
85. H 0.48
86. H 0.30